[1]
C32H27N2O3PPdS | wB97M-V/def2-TZVPD

* energy above the lowest of the compared OMol25 structures with the same formula, charge and spin: 7.8 kcal per mole
* 2S+1: 1
* E_HOMO: -0.3 eV
* LUMO level: 4.39 eV
* charge: -2
* energy: -2438.2544 a.u.

Geometry (Å):
O: 2.161 4.376 1.505
C: 0.689 -2.442 -3.949
C: -1.548 3.052 4.395
H: -1.350 3.387 -1.044
H: -1.150 -1.825 -4.871
C: -4.243 0.850 -1.187
N: 4.780 -9.113 -0.475
S: 1.824 2.983 1.237
H: -5.544 2.561 -1.317
C: 2.545 -6.410 -0.470
O: 2.896 2.045 1.535
O: 0.511 2.613 1.780
H: -0.676 3.268 3.773
C: -3.567 1.553 4.654
H: -1.213 2.840 5.412
H: -3.340 1.378 1.952
C: 4.319 -8.089 -0.211
C: -0.769 -0.745 -3.057
H: 5.309 -6.283 1.488
H: 3.030 4.556 -0.635
H: 1.065 -4.871 -0.609
C: -2.727 2.179 2.366
H: 2.053 -7.060 -1.183
C: 3.747 -6.826 0.116
C: 1.241 -1.316 -1.891
C: -2.325 1.868 3.808
H: -5.053 0.129 -1.213
P: -0.187 0.663 -0.576
H: -3.292 1.283 5.676
C: 1.473 3.263 -3.336
C: 2.039 -3.069 1.101
H: -3.666 4.177 -1.221
C: 2.606 -4.315 0.776
C: 4.376 -5.972 1.031
Pd: 0.814 -0.041 1.321
H: -4.213 2.434 4.686
H: 0.920 -3.180 -4.709
C: 1.546 -2.247 -2.874
H: -2.737 -0.657 -0.993
C: -4.522 2.210 -1.243
H: 1.383 3.381 -4.410
C: 2.401 3.912 -1.235
C: -3.468 3.111 -1.192
C: -1.442 0.691 3.819
C: -2.156 2.664 -1.097
C: -2.934 0.407 -1.079
H: 1.885 -1.192 -1.031
H: -3.307 3.104 2.348
C: 1.543 -1.959 1.331
C: 0.728 2.297 -2.683
H: -2.196 3.932 4.413
C: 1.991 -5.191 -0.149
C: 0.802 2.091 -1.300
H: 4.313 -4.097 2.057
C: 0.078 -0.544 -1.966
H: 0.067 1.669 -3.267
C: -0.472 -1.687 -4.036
C: 1.641 2.947 -0.571
C: 3.822 -4.753 1.351
H: 2.450 -2.839 -2.782
N: -0.725 -0.203 3.872
C: -1.855 1.300 -1.047
H: -4.129 0.727 4.216
H: -1.839 2.293 1.745
H: 2.938 4.823 -3.096
H: -1.674 -0.159 -3.153
C: 2.334 4.068 -2.605

Atomic partial charges in e from the Löwdin method, atoms 1 to 6: O -0.379; C -0.121; C -0.046; H 0.106; H 0.087; C -0.115


[2]
C16H16BrNO3 | wB97M-V/def2-TZVPD

* energy above the lowest of the compared OMol25 structures with the same formula, charge and spin: 75.0 kcal per mole
* 2S+1: 1
* E_HOMO: -8.0 eV
* LUMO level: 0.61 eV
* charge: 0
* energy: -3473.7050 a.u.

Geometry (Å):
C: 4.777 1.511 -0.611
H: 6.611 2.844 0.897
H: 7.459 1.788 -0.271
N: 0.909 -1.686 -0.669
C: 1.950 -1.582 0.052
C: -2.999 -1.231 -1.675
C: -3.953 -0.305 -1.297
H: 5.880 0.631 1.000
H: -2.962 -1.568 -2.700
C: 3.622 1.436 -1.394
H: 7.322 3.535 -0.581
C: -2.091 -1.731 -0.750
H: 5.241 -2.204 3.089
C: 5.353 -1.361 2.409
C: -2.146 -1.285 0.564
H: 2.167 -2.287 0.854
H: 3.474 2.174 -2.164
O: 4.214 -1.388 1.585
H: 1.814 0.359 -1.765
O: 0.087 -2.768 -0.356
C: -1.067 -2.759 -1.167
H: -0.787 -2.601 -2.215
C: -3.090 -0.353 0.955
H: -4.660 0.082 -2.015
C: 6.814 2.666 -0.164
C: 2.906 -0.522 -0.172
H: 5.410 -0.435 2.990
O: 5.626 2.529 -0.904
H: -1.439 -1.669 1.283
Br: -5.300 1.404 0.547
C: 2.710 0.434 -1.171
C: -3.988 0.126 0.018
H: 6.274 -1.487 1.829
C: 4.067 -0.440 0.620
H: -1.487 -3.765 -1.059
H: -3.129 -0.006 1.976
C: 4.992 0.573 0.394

Atomic partial charges in e from the Löwdin method, atoms 1 to 6: C -0.267; H 0.097; H 0.097; N 0.071; C -0.067; C -0.037


[3]
C3H5NO2 | wB97M-V/def2-TZVPD

* energy above the lowest of the compared OMol25 structures with the same formula, charge and spin: 98.8 kcal per mole
* 2S+1: 1
* E_HOMO: -9.4 eV
* LUMO level: -0.10 eV
* charge: 0
* energy: -322.4169 a.u.

Geometry (Å):
C: 0.318 -0.164 0.881
H: 1.075 0.222 1.558
O: 0.925 -1.242 0.145
N: -0.343 2.069 0.292
C: -0.095 0.903 -0.126
H: -0.879 -1.928 -0.123
O: -0.244 0.505 -1.416
C: 0.171 -2.082 -0.514
H: -0.647 2.664 -0.480
H: -0.558 -0.539 1.426
H: 0.222 -0.313 -1.623

Atomic partial charges in e from the Löwdin method, atoms 1 to 6: C -0.095; H 0.134; O -0.176; N 0.156; C -0.463; H 0.030


[4]
C38H30N6O4STa | wB97M-V/def2-TZVPD

* 2S+1: 1
* E_HOMO: -16.3 eV
* LUMO level: -10.02 eV
* charge: +3
* energy: -2549.8151 a.u.

Geometry (Å):
H: 1.328 -0.413 4.864
H: -0.722 3.292 1.945
H: -2.971 -0.323 4.314
H: 3.860 -1.295 -2.025
C: -4.574 -0.866 0.497
C: 0.416 -0.414 4.247
C: 4.616 -3.210 -1.290
N: 0.763 1.978 -1.379
H: 1.517 6.780 -0.721
H: 5.228 -5.022 -0.191
N: 1.865 -0.270 0.879
C: -0.484 -3.216 -0.557
H: 4.657 -4.188 1.951
H: 4.796 0.201 1.988
C: -3.547 -0.472 -0.603
H: 0.041 7.456 1.167
C: -0.864 -0.365 4.778
C: 1.042 6.003 -0.140
C: 4.518 -3.525 1.112
N: -0.480 -1.395 -2.083
C: -2.680 -0.466 1.451
O: -3.947 -0.361 1.710
C: -3.732 3.173 -3.006
H: -1.058 -0.369 5.811
H: -0.297 0.279 -3.337
C: 0.426 3.707 0.185
C: 4.033 -1.914 -1.157
C: -2.558 1.390 -1.903
C: 0.116 -4.608 1.394
C: 0.658 -3.309 1.466
C: 4.918 -3.947 -0.158
H: -3.420 -1.186 -1.397
H: -1.566 0.957 -1.591
C: 0.345 -2.527 0.365
C: 3.850 0.576 1.704
O: 2.936 0.088 2.780
O: -0.071 1.468 0.675
C: -3.693 0.904 -1.301
C: -0.450 -2.746 -1.948
H: 1.785 4.408 -1.384
H: -0.049 -1.043 -5.365
C: -4.922 2.744 -2.397
C: -1.704 -0.382 2.527
N: 0.413 2.349 -0.240
C: -2.544 2.531 -2.707
H: 0.044 -5.465 2.039
H: 3.790 -1.894 2.246
C: -0.318 4.090 1.338
C: -0.291 -3.573 -3.065
O: 0.806 0.631 -1.468
N: -2.301 -0.523 0.239
C: -0.245 -0.831 -3.292
C: 1.157 4.676 -0.551
C: -4.911 1.626 -1.567
H: 0.068 -3.637 -5.159
H: 3.815 1.645 1.782
C: 4.058 -2.253 1.245
H: -3.692 4.022 -3.655
Ta: -0.036 -0.527 -0.036
H: 1.259 -3.041 2.340
C: 0.168 6.378 0.898
H: -0.235 -4.675 -2.876
H: -5.593 -0.463 0.462
C: 3.793 -1.432 0.128
S: -0.803 -4.776 -0.031
H: -5.864 1.271 -1.109
C: 3.249 -0.058 0.446
H: -4.590 -1.959 0.590
H: 4.871 -3.551 -2.272
C: -0.055 -2.992 -4.307
C: -0.131 -1.573 -4.453
N: -0.472 -0.413 2.076
C: -1.973 -0.348 3.892
H: -1.626 2.953 -3.086
H: -5.932 3.183 -2.627
C: -0.437 5.412 1.707
C: 0.567 -0.434 2.898
C: 1.837 -0.176 2.155
H: -1.079 5.668 2.556
H: 3.304 0.586 -0.412

Atomic partial charges in e from the Löwdin method, atoms 1 to 6: H 0.163; H 0.107; H 0.150; H 0.113; C 0.001; C 0.077


[5]
C4H8ClP | wB97M-V/def2-TZVPD

* energy above the lowest of the compared OMol25 structures with the same formula, charge and spin: 84.9 kcal per mole
* 2S+1: 1
* E_HOMO (alpha / beta): -8.5 / -8.7 eV
* LUMO level (alpha / beta): -1.39 / 0.11 eV
* charge: 0
* energy: -958.5720 a.u.

Geometry (Å):
H: -0.201 -0.479 -1.091
H: 1.277 1.824 -0.972
H: -4.027 -0.009 -2.037
C: 1.414 0.933 -0.283
H: 0.789 -0.841 1.801
H: 1.653 1.056 0.801
Cl: -4.789 0.579 0.581
C: -0.793 0.033 0.902
C: 0.175 -0.996 0.994
H: 2.286 0.442 -0.598
H: -0.165 -2.031 0.943
C: 0.300 -0.051 -0.153
H: -1.767 0.117 0.527
P: -3.985 -0.707 -0.725

Atomic partial charges in e from the Löwdin method, atoms 1 to 6: H 0.145; H 0.100; H -0.179; C -0.082; H 0.077; H 0.092


[6]
C6H14NO | wB97M-V/def2-TZVPD

* energy above the lowest of the compared OMol25 structures with the same formula, charge and spin: 26.2 kcal per mole
* 2S+1: 1
* E_HOMO: -2.3 eV
* LUMO level: 3.64 eV
* charge: -1
* energy: -366.9599 a.u.

Geometry (Å):
H: -1.358 -2.685 0.036
H: -0.388 -0.467 1.178
H: -0.833 1.250 1.733
C: 1.164 -2.064 0.839
H: 1.742 0.196 -0.033
H: 0.714 -0.313 -1.543
O: -1.150 3.094 0.806
C: -0.263 1.277 -0.484
H: 0.567 2.140 1.331
C: 0.791 0.101 -0.526
H: 0.544 3.042 -1.141
H: 1.908 -1.692 1.525
H: -0.929 2.801 -1.591
C: -0.507 1.924 0.958
H: 1.650 -2.486 -0.061
N: -0.043 2.297 -1.511
H: -1.214 0.793 -0.726
C: 0.137 -1.063 0.354
H: 0.473 -2.800 1.381
C: -0.888 -1.823 -0.433
H: -0.402 -2.309 -1.301
H: -1.714 -1.211 -0.790

Atomic partial charges in e from the Löwdin method, atoms 1 to 6: H 0.061; H 0.124; H 0.051; C -0.107; H 0.086; H 0.096